[1]
{
  "formula": "C10H19OP",
  "method": "the ωB97M-V functional and the def2-TZVPD basis",
  "homo_lumo_gap_ha": 0.337,
  "max_force_ev_per_a": 4.671,
  "multiplicity": 1,
  "lumo_energy_ha": 0.029,
  "charge": 0,
  "e_tot_ha": -808.859512,
  "elements": ["C", "C", "C", "C", "C", "C", "C", "C", "C", "C", "O", "P", "H", "H", "H", "H", "H", "H", "H", "H", "H", "H", "H", "H", "H", "H", "H", "H", "H", "H", "H"],
  "xyz": [[0.12706, 0.03300, -1.57209], [1.54693, 0.63044, -1.44797], [0.69278, 0.14757, 0.81070], [-0.46467, 0.51712, -0.19350], [1.99740, 0.03447, -0.07749], [-1.80120, -0.15782, 0.17760], [-1.73089, -1.70015, 0.17613], [3.05901, 0.78533, 0.75597], [-2.97484, 0.58760, -0.68705], [-2.17513, 0.26338, 1.66597], [-2.63903, -2.18443, -0.58957], [2.42241, -1.80187, -0.27928], [-0.42557, 0.27598, -2.43474], [0.25994, -1.05946, -1.41595], [2.28712, 0.39263, -2.27982], [1.48003, 1.68672, -1.25601], [0.81764, 1.08787, 1.32679], [0.47019, -0.50825, 1.64305], [-0.56080, 1.60814, -0.23109], [3.92502, 0.89707, 0.21185], [3.20032, 0.17188, 1.65536], [2.79720, 1.84545, 1.16482], [-3.03235, 0.06614, -1.72530], [-2.70463, 1.61168, -0.79283], [-3.91621, 0.39922, -0.26139], [-1.70118, -0.38715, 2.44026], [-3.31750, 0.21857, 1.71165], [-1.87532, 1.25859, 1.78627], [-2.45429, -3.09640, -0.62554], [3.79907, -1.44928, -0.62447], [2.89151, -2.17404, 0.96769]]
}

[2]
{
  "formula": "C7H10",
  "method": "the ωB97M-V functional and the def2-TZVPD basis",
  "homo_lumo_gap_ha": 0.372,
  "max_force_ev_per_a": 5.056,
  "multiplicity": 1,
  "smiles": "C=C(C)CC#CC",
  "lumo_energy_ha": 0.033,
  "charge": 0,
  "e_tot_ha": -272.588116,
  "elements": ["C", "C", "C", "C", "C", "C", "C", "H", "H", "H", "H", "H", "H", "H", "H", "H", "H"],
  "xyz": [[2.08459, -0.28729, 0.09878], [-1.70552, -0.33285, -0.00802], [0.92855, -0.52616, 0.31952], [-0.49148, -0.97040, 0.64406], [-2.80342, -0.82193, -0.50509], [3.37030, 0.23463, -0.20773], [-1.53867, 1.17370, 0.04860], [-0.41607, -0.71828, 1.75392], [-0.37747, -2.12198, 0.57856], [-3.61754, -0.19052, -0.87213], [-2.86017, -1.90661, -0.58928], [4.28857, -0.11647, 0.32412], [3.47374, 1.36760, -0.29494], [3.69278, 0.15101, -1.33474], [-1.13146, 1.75288, 1.00860], [-2.28118, 1.87393, -0.38248], [-0.61554, 1.43874, -0.58174]]
}

[3]
{
  "formula": "C25H59N9O26",
  "method": "the ωB97M-V functional and the def2-TZVPD basis",
  "homo_lumo_gap_ha": 0.348,
  "max_force_ev_per_a": 3.626,
  "multiplicity": 1,
  "lumo_energy_ha": -0.024,
  "charge": 0,
  "e_tot_ha": -3436.122854,
  "elements": ["C", "N", "O", "O", "H", "H", "H", "C", "N", "O", "O", "H", "H", "H", "C", "N", "O", "O", "H", "H", "H", "C", "N", "O", "O", "H", "H", "H", "C", "N", "O", "O", "H", "H", "H", "C", "N", "O", "O", "H", "H", "H", "C", "N", "O", "O", "H", "H", "H", "C", "N", "O", "O", "H", "H", "H", "C", "N", "O", "O", "H", "H", "H", "O", "C", "O", "C", "C", "C", "H", "H", "H", "H", "H", "H", "H", "H", "O", "C", "O", "C", "C", "C", "H", "H", "H", "H", "H", "H", "H", "H", "O", "C", "O", "C", "C", "C", "H", "H", "H", "H", "H", "H", "H", "H", "O", "C", "O", "C", "C", "C", "H", "H", "H", "H", "H", "H", "H", "H"],
  "xyz": [[1.87932, 2.15792, 3.12557], [1.75873, 3.53815, 3.71940], [0.62649, 3.94701, 3.81008], [2.80744, 4.21108, 3.90448], [1.89234, 2.41017, 2.06524], [1.02989, 1.52713, 3.38768], [2.82253, 1.73817, 3.47523], [1.95778, 6.69605, 0.57714], [1.81723, 5.20690, 0.42919], [2.86769, 4.49738, 0.48706], [0.70877, 4.73718, 0.26310], [2.46153, 6.76787, 1.54107], [0.94869, 7.08544, 0.71211], [2.51299, 7.25693, -0.17470], [-3.42826, 3.23498, 3.54687], [-2.74472, 1.98794, 3.80947], [-1.57372, 1.83143, 3.34335], [-3.38887, 1.18951, 4.50617], [-2.73103, 4.06294, 3.67509], [-4.22577, 3.37577, 4.27643], [-3.74491, 3.26784, 2.50440], [-0.45208, 1.21918, -0.22836], [0.78430, 0.46278, 0.13333], [0.80698, -0.00717, 1.30021], [1.59057, 0.40179, -0.76732], [-0.97670, 0.69495, -1.02714], [-0.09756, 2.22012, -0.47440], [-1.16944, 1.25382, 0.59158], [5.08414, 0.79486, 0.61366], [6.02581, 1.84940, 0.05057], [5.55200, 2.69966, -0.70582], [7.21597, 1.69648, 0.29453], [5.26377, -0.06735, -0.02856], [4.02194, 1.03937, 0.60802], [5.42130, 0.69862, 1.64573], [3.23116, -2.29588, 1.90248], [3.31864, -3.56198, 2.67164], [2.26978, -4.11810, 2.86806], [4.40801, -3.98535, 2.96147], [4.22139, -2.14525, 1.47252], [3.00085, -1.56030, 2.67318], [2.42962, -2.34757, 1.16563], [2.75245, 3.12192, -2.78384], [2.93597, 2.67512, -4.24611], [3.58592, 3.42769, -5.01623], [2.69120, 1.49799, -4.43819], [2.11902, 3.98982, -2.96715], [3.72796, 3.40737, -2.39013], [2.29754, 2.30233, -2.22757], [-5.23663, 3.44037, -0.31711], [-3.75993, 3.27927, -0.55633], [-3.29861, 3.52520, -1.67326], [-3.11369, 2.73030, 0.34680], [-5.69677, 2.50442, -0.63392], [-5.74558, 4.24347, -0.85011], [-5.42389, 3.55071, 0.75100], [-4.45731, -1.70496, -2.52844], [-4.09546, -0.39778, -1.99839], [-2.98201, 0.08227, -2.26930], [-4.93285, 0.17667, -1.31564], [-3.66849, -2.15515, -3.13110], [-5.33060, -1.69063, -3.18056], [-4.71362, -2.29458, -1.64824], [2.20793, 0.28387, 5.57142], [1.20579, 0.04257, 6.22252], [0.14513, -0.69582, 5.79113], [0.12625, -0.91374, 4.39305], [-1.15857, -1.72981, 4.06763], [1.03930, 0.37817, 7.71096], [1.01199, -1.42853, 4.02080], [-0.06876, 0.06189, 3.94782], [-1.35401, -2.30117, 4.97507], [-1.02144, -2.31101, 3.15577], [-2.04997, -1.16714, 3.79027], [1.69124, -0.31662, 8.24045], [0.03072, 0.21838, 8.09218], [1.34379, 1.42448, 7.73598], [4.46256, -2.63407, -1.02980], [4.73381, -2.59930, -2.22818], [3.79230, -2.32600, -3.17534], [2.73469, -1.47483, -2.84419], [1.56293, -2.30431, -2.22465], [6.12373, -3.05787, -2.77856], [2.55215, -1.00990, -3.81301], [3.06761, -0.74769, -2.10356], [1.19638, -3.16810, -2.77929], [0.66570, -1.68651, -2.18728], [1.70679, -2.63932, -1.19744], [6.61980, -3.75664, -2.10495], [6.77733, -2.18789, -2.84201], [6.05589, -3.58579, -3.72976], [-2.37187, -1.83561, 0.53379], [-3.36079, -1.70982, 1.21766], [-3.95729, -2.67781, 1.82305], [-3.47514, -4.01591, 1.78926], [-4.31303, -4.68224, 0.74000], [-4.03744, -0.42711, 1.51670], [-3.59592, -4.60448, 2.69871], [-2.46085, -4.08812, 1.39670], [-4.04794, -5.73327, 0.62530], [-4.11220, -4.22387, -0.22834], [-5.39073, -4.65954, 0.90167], [-4.16901, -0.38820, 2.59803], [-5.00966, -0.44823, 1.02429], [-3.41956, 0.44246, 1.29276], [-0.29184, -2.99485, -4.84978], [-0.90891, -2.00820, -5.25289], [-1.85706, -1.99342, -6.19861], [-2.22458, -3.18026, -6.95492], [-3.32910, -2.90846, -7.96863], [-0.54767, -0.62114, -4.74181], [-2.59945, -3.92458, -6.25239], [-1.32930, -3.57750, -7.43325], [-3.88044, -3.77947, -8.32287], [-2.93462, -2.39882, -8.84770], [-4.13158, -2.29108, -7.56497], [0.52211, -0.58735, -4.53557], [-1.00986, -0.48953, -3.76346], [-0.81658, 0.05741, -5.55134]]
}

[4]
{
  "formula": "C9H7ClF2N2O",
  "method": "the ωB97M-V functional and the def2-TZVPD basis",
  "homo_lumo_gap_ha": [0.225, 0.287],
  "max_force_ev_per_a": 8.923,
  "multiplicity": 1,
  "smiles": "C[C@]1(F)CC=CC(F)=C1c1nc(Cl)no1",
  "lumo_energy_ha": [-0.065, -0.029],
  "charge": 0,
  "e_tot_ha": -1191.629660,
  "elements": ["C", "C", "C", "C", "C", "C", "C", "C", "C", "N", "N", "O", "F", "F", "Cl", "H", "H", "H", "H", "H", "H", "H"],
  "xyz": [[1.71107, -0.36884, 0.16792], [3.80147, -0.88652, 0.04236], [-1.06591, 1.80352, -1.56100], [-2.16472, 1.04977, -1.23375], [0.40104, 0.04564, -0.11621], [0.22084, 1.36478, -1.35016], [-2.05006, -0.18407, -0.38474], [-0.94380, -0.03192, 0.57221], [-1.00010, -1.02121, 1.75586], [2.79736, -0.16480, -0.57526], [3.44976, -1.50101, 1.14336], [2.05384, -1.21667, 1.27300], [1.33052, 1.66295, -1.87568], [-1.17052, 1.23216, 1.16249], [5.14900, -1.13260, -0.80066], [-1.26579, 2.79633, -1.99987], [-3.15106, 1.54971, -1.51578], [-2.93778, -0.27878, 0.09225], [-1.97575, -1.06546, -0.95031], [-2.03228, -0.98673, 2.14697], [-0.39431, -0.59283, 2.50186], [-0.76282, -2.07341, 1.50512]]
}

Looking at ΔE to the lowest compared entry with this formula, charge and spin for the records above, in order, we have 126.6 341.0 160.6 260.7 kJ/mol.